(1)
{"formula": "C4H10N3", "method": "wB97M-V/def2-TZVPD", "symbols": ["C", "C", "C", "C", "N", "N", "N", "H", "H", "H", "H", "H", "H", "H", "H", "H", "H"], "coordinates": [[1.283, 1.040, 0.495], [1.315, -0.558, 0.909], [0.174, -1.404, 0.624], [-0.676, 0.918, -2.242], [0.443, 1.477, -0.301], [-0.597, 1.006, -0.830], [-1.055, -1.017, 1.480], [1.969, 1.833, 0.927], [2.094, -0.972, 0.257], [1.335, -0.597, 2.023], [0.003, -1.580, -0.419], [-1.302, 0.091, -2.340], [-1.212, 1.944, -2.610], [0.229, 0.823, -2.902], [-1.726, -0.610, 0.844], [-0.768, -0.543, 2.298], [-1.509, -1.849, 1.787]], "gap_ev": [6.71, 9.33], "total_energy_ha": -322.2311, "charge": 1, "relative_energy_kj_mol": 602.4, "multiplicity": 1}



(2)
{"formula": "C3H11O3", "method": "wB97M-V/def2-TZVPD", "symbols": ["C", "O", "C", "C", "H", "H", "H", "H", "H", "H", "H", "H", "H", "O", "H", "H", "O"], "coordinates": [[0.249, -0.141, 0.300], [-0.810, 0.665, 0.126], [1.155, -0.288, -0.954], [2.087, -1.495, -0.876], [0.987, 0.127, 1.110], [0.005, -1.197, 0.596], [0.490, -0.353, -1.833], [1.769, 0.596, -1.063], [2.544, -1.820, -1.797], [2.819, -1.319, -0.094], [1.518, -2.336, -0.475], [-2.229, 1.389, -0.545], [-2.944, 2.763, -0.800], [-3.106, 1.820, -0.645], [-1.266, -0.020, 1.872], [-1.690, 1.245, 2.350], [-1.576, 0.364, 2.728]], "gap_ev": 7.61, "total_energy_ha": -346.6323, "charge": -1, "relative_energy_kj_mol": 52.8, "multiplicity": 1}



(3)
{"formula": "C5H14", "method": "wB97M-V/def2-TZVPD", "symbols": ["C", "C", "C", "H", "H", "H", "H", "H", "H", "H", "H", "C", "C", "H", "H", "H", "H", "H", "H"], "coordinates": [[1.040, 1.370, 0.096], [1.632, -0.096, 0.255], [3.177, -0.360, 0.510], [1.117, 1.529, -0.978], [0.096, 1.471, 0.577], [1.677, 2.347, 0.241], [1.392, -0.506, -0.872], [1.075, -0.822, 0.847], [3.437, -0.425, 1.588], [3.947, 0.247, -0.003], [3.508, -1.221, 0.149], [-1.987, -0.122, -0.298], [-3.466, -0.779, -0.161], [-1.703, 0.477, 0.451], [-1.322, -0.892, -0.543], [-2.004, 0.391, -1.224], [-3.588, -1.832, -0.462], [-4.008, -0.641, 0.728], [-4.020, -0.137, -0.900]], "gap_ev": 11.65, "total_energy_ha": -198.8013, "smiles": "CCC.CC", "relative_energy_kj_mol": 230.7, "multiplicity": 1}



(4)
{"formula": "C12H8F6N3O6PdS2Se2", "method": "wB97M-V/def2-TZVPD", "symbols": ["Pd", "Se", "Se", "C", "C", "C", "C", "C", "N", "C", "C", "C", "C", "C", "N", "H", "H", "H", "H", "H", "H", "H", "H", "F", "C", "F", "F", "S", "O", "O", "N", "S", "O", "O", "C", "F", "F", "F", "O", "O"], "coordinates": [[-0.933, 0.099, -0.936], [-0.947, -2.769, 1.352], [-0.118, -1.861, 3.315], [0.475, -0.060, 2.910], [0.283, 0.913, 3.882], [0.802, 2.172, 3.629], [1.482, 2.394, 2.443], [1.616, 1.348, 1.541], [1.112, 0.137, 1.774], [0.689, -2.623, 0.341], [1.842, -3.320, 0.654], [3.023, -2.933, 0.036], [3.029, -1.868, -0.843], [1.813, -1.268, -1.100], [0.666, -1.644, -0.566], [-0.275, 0.686, 4.781], [0.669, 2.972, 4.347], [1.887, 3.368, 2.201], [2.173, 1.481, 0.619], [1.820, -4.107, 1.394], [3.948, -3.444, 0.272], [3.921, -1.461, -1.293], [0.818, 0.336, -1.633], [-3.399, -0.507, -0.137], [-3.190, 0.665, 0.476], [-4.364, 1.005, 1.034], [-2.332, 0.477, 1.491], [-2.611, 2.059, -0.688], [-1.270, 2.437, -0.302], [-3.616, 3.053, -0.447], [-2.832, 1.422, -2.124], [-1.684, 1.214, -3.195], [-0.344, 1.624, -2.835], [-2.139, 1.666, -4.476], [-1.663, -0.686, -3.471], [-0.425, -1.200, -3.413], [-2.116, -0.945, -4.706], [-2.445, -1.382, -2.634], [1.722, -0.158, -1.908], [2.910, 0.709, -1.786]], "gap_ev": 6.82, "total_energy_ha": -7403.9596, "charge": -1, "multiplicity": 1}



(5)
{"formula": "C13H22CrIN5O", "method": "wB97M-V/def2-TZVPD", "symbols": ["Cr", "C", "C", "N", "C", "C", "C", "C", "C", "C", "C", "N", "C", "C", "N", "N", "H", "H", "H", "H", "H", "H", "H", "H", "H", "H", "H", "H", "H", "H", "H", "H", "H", "H", "N", "C", "O", "C", "I", "H", "H", "H", "H"], "coordinates": [[-0.359, -0.127, -0.037], [1.342, 0.801, -2.057], [1.593, -0.692, -2.115], [1.212, -1.310, -0.792], [2.359, -1.357, 0.189], [2.014, -0.655, 1.476], [2.733, -0.758, 2.641], [2.336, -0.001, 3.741], [1.227, 0.838, 3.663], [0.533, 0.900, 2.478], [-0.697, 1.743, 2.249], [-1.112, 1.633, 0.812], [-0.464, 2.712, -0.020], [-0.617, 2.356, -1.479], [-0.104, 0.962, -1.700], [0.930, 0.160, 1.411], [1.551, 1.281, -3.013], [1.947, 1.293, -1.293], [2.631, -0.917, -2.355], [0.969, -1.158, -2.879], [0.909, -2.264, -0.981], [3.219, -0.861, -0.262], [2.651, -2.391, 0.367], [3.595, -1.411, 2.697], [2.894, -0.066, 4.668], [0.915, 1.430, 4.513], [-0.488, 2.786, 2.492], [-1.518, 1.426, 2.892], [-2.124, 1.736, 0.755], [0.586, 2.758, 0.274], [-0.913, 3.680, 0.201], [-0.099, 3.059, -2.130], [-1.670, 2.351, -1.762], [-0.652, 0.529, -2.443], [-3.220, -2.558, 0.000], [-2.765, -1.875, -1.018], [-1.843, -0.986, -0.920], [-3.288, -2.144, -2.379], [-1.760, -3.256, -3.361], [-2.876, -2.449, 0.940], [-3.956, -3.238, -0.141], [-3.417, -1.220, -2.930], [-4.199, -2.735, -2.388]], "gap_ev": [6.85, 7.93], "total_energy_ha": -2198.8735, "charge": 3, "relative_energy_kj_mol": 28.4, "multiplicity": 4}



(6)
{"formula": "C22H25MgN2S3Si2", "method": "wB97M-V/def2-TZVPD", "symbols": ["Mg", "C", "Si", "C", "C", "C", "C", "C", "C", "C", "Si", "C", "C", "H", "H", "H", "H", "H", "H", "H", "H", "H", "H", "H", "H", "H", "H", "H", "H", "S", "C", "N", "C", "C", "C", "C", "C", "C", "S", "H", "H", "H", "H", "S", "C", "N", "C", "C", "C", "C", "H", "H", "H", "H", "H"], "coordinates": [[-0.266, 0.261, 0.319], [3.645, 0.788, -0.392], [2.235, 0.483, 0.855], [2.738, 1.558, 2.347], [2.592, -1.316, 1.469], [3.894, -1.578, 1.926], [4.285, -2.821, 2.398], [3.359, -3.857, 2.427], [2.067, -3.621, 1.984], [1.648, -2.372, 1.499], [-0.196, -2.233, 0.933], [-0.400, -3.737, -0.220], [-1.165, -2.754, 2.493], [4.630, 0.650, 0.068], [3.598, 1.807, -0.790], [3.558, 0.097, -1.235], [3.771, 1.381, 2.668], [2.077, 1.357, 3.195], [2.635, 2.619, 2.100], [4.629, -0.778, 1.913], [5.301, -2.982, 2.743], [3.642, -4.837, 2.796], [1.354, -4.441, 2.018], [-0.174, -4.676, 0.296], [0.266, -3.650, -1.083], [-1.427, -3.797, -0.596], [-0.871, -3.745, 2.859], [-2.239, -2.771, 2.286], [-1.001, -2.031, 3.296], [-1.759, 1.616, 2.311], [-2.297, 2.073, 0.781], [-1.787, 1.610, -0.352], [-2.386, 2.140, -1.479], [-2.042, 1.844, -2.797], [-2.736, 2.462, -3.824], [-3.765, 3.367, -3.558], [-4.111, 3.668, -2.250], [-3.417, 3.053, -1.217], [-3.602, 3.225, 0.503], [-1.240, 1.141, -2.989], [-2.474, 2.242, -4.852], [-4.295, 3.840, -4.375], [-4.906, 4.372, -2.038], [0.819, -0.934, -2.416], [1.385, -1.554, -3.833], [0.718, -1.371, -5.023], [1.104, -1.859, -6.230], [2.230, -2.597, -6.345], [2.978, -2.841, -5.156], [2.581, -2.351, -3.960], [-0.131, -0.829, -4.945], [0.460, -1.619, -7.065], [2.535, -2.983, -7.305], [3.883, -3.433, -5.212], [3.138, -2.534, -3.053]], "gap_ev": 5.26, "total_energy_ha": -2936.6364, "charge": -1, "relative_energy_kj_mol": 66.2, "multiplicity": 1}



(7)
{"formula": "C4H4ClO4S", "method": "wB97M-V/def2-TZVPD", "symbols": ["O", "C", "O", "C", "S", "O", "O", "Cl", "C", "C", "H", "H", "H", "H"], "coordinates": [[-1.506, -1.749, -0.007], [-0.311, -1.702, -0.237], [0.489, -2.584, -0.452], [0.169, -0.233, -0.162], [-1.446, 0.741, -0.440], [-1.981, 0.256, -1.662], [-1.100, 2.151, -0.477], [-2.559, 0.560, 1.229], [1.470, 0.543, -0.346], [0.976, 0.207, 0.994], [1.450, 1.522, -0.835], [2.332, -0.053, -0.596], [1.523, -0.552, 1.466], [0.494, 0.895, 1.524]], "gap_ev": 8.29, "total_energy_ha": -1314.1735, "charge": -1, "smiles": "O=C([O-])C1(S(=O)(=O)Cl)CC1", "relative_energy_kj_mol": 90.5, "multiplicity": 1}



(8)
{"formula": "C21H30ClN3O2", "method": "wB97M-V/def2-TZVPD", "symbols": ["C", "C", "C", "C", "C", "C", "C", "O", "N", "C", "C", "C", "C", "N", "C", "O", "C", "C", "C", "N", "C", "C", "C", "C", "C", "Cl", "C", "H", "H", "H", "H", "H", "H", "H", "H", "H", "H", "H", "H", "H", "H", "H", "H", "H", "H", "H", "H", "H", "H", "H", "H", "H", "H", "H", "H", "H", "H"], "coordinates": [[3.196, -2.084, 1.986], [2.388, -0.840, 2.232], [2.778, 0.387, 1.705], [2.041, 1.532, 1.959], [0.890, 1.505, 2.743], [0.119, 2.763, 3.020], [-1.172, 2.986, 2.240], [-1.856, 3.973, 2.451], [-1.496, 2.066, 1.306], [-2.721, 2.192, 0.544], [-3.104, 0.852, -0.086], [-3.437, -0.190, 0.976], [-4.336, 1.079, -0.963], [-2.012, 0.446, -0.997], [-1.118, -0.572, -0.857], [-0.910, -1.135, 0.205], [-0.370, -0.908, -2.151], [0.532, 0.254, -2.622], [1.886, 0.253, -1.903], [2.523, -1.066, -1.837], [2.569, -1.713, -3.158], [1.215, -2.462, -3.346], [0.463, -2.190, -2.029], [1.643, -1.960, -1.078], [0.506, 0.265, 3.247], [-0.934, 0.139, 4.219], [1.232, -0.888, 3.001], [3.810, -1.977, 1.092], [3.857, -2.288, 2.831], [2.549, -2.952, 1.855], [3.663, 0.441, 1.083], [2.364, 2.480, 1.546], [-0.161, 2.826, 4.072], [0.745, 3.633, 2.812], [-0.923, 1.245, 1.182], [-3.513, 2.539, 1.209], [-2.606, 2.947, -0.241], [-4.353, 0.129, 1.477], [-3.613, -1.164, 0.521], [-2.655, -0.303, 1.720], [-5.156, 1.476, -0.366], [-4.127, 1.795, -1.762], [-4.659, 0.139, -1.413], [-2.107, 0.810, -1.932], [-1.141, -1.066, -2.914], [0.692, 0.149, -3.697], [0.044, 1.221, -2.480], [2.564, 0.949, -2.403], [1.764, 0.603, -0.875], [2.764, -0.975, -3.937], [3.397, -2.424, -3.166], [0.661, -2.114, -4.220], [1.383, -3.532, -3.472], [-0.170, -3.022, -1.723], [2.164, -2.903, -0.891], [1.359, -1.520, -0.127], [0.883, -1.828, 3.408]], "gap_ev": 9.19, "total_energy_ha": -1593.2207, "smiles": "Cc1ccc(CC(=O)NCC(C)(C)NC(=O)[C@H]2CCN3CC[C@H]2C3)c(Cl)c1", "relative_energy_kj_mol": 28.7, "multiplicity": 1}